Record 1
ORCA calculation (ωB97M-V/def2-TZVPD) on a 17-piece molecular cluster, C76H199N13O29 overall.

CARTESIAN COORDINATES (ANGSTROEM)
C (3.7870, 1.4967, -1.1032)
C (4.5982, 1.2965, 0.1821)
C (4.2669, -0.0668, 0.9634)
O (5.1424, -0.3278, 2.0849)
C (4.9048, 0.4916, 3.1695)
N (5.9182, 1.2641, -0.4053)
H (3.8724, 2.4519, -1.6213)
H (2.7770, 1.4142, -0.7017)
H (3.9191, 0.6527, -1.7802)
H (4.5135, 2.1759, 0.8204)
H (4.3617, -0.9614, 0.3480)
H (3.2354, -0.1491, 1.3062)
H (5.0059, 1.5449, 2.9079)
H (5.5993, 0.3045, 3.9885)
H (3.9420, 0.3514, 3.6609)
H (6.5094, 1.1335, 0.4031)
H (5.9473, 0.3616, -0.8577)
C (-1.9807, -6.2875, 0.3503)
C (-1.9423, -6.5767, 1.8975)
C (-2.5937, -5.5426, 2.8002)
O (-2.0011, -4.2690, 2.6852)
C (-2.6778, -3.1793, 3.3079)
N (-2.6802, -7.8095, 2.0321)
H (-1.3782, -5.4099, 0.1158)
H (-2.9620, -6.2067, -0.1172)
H (-1.3795, -7.0308, -0.1733)
H (-0.9311, -6.7858, 2.2465)
H (-2.7627, -5.9398, 3.8011)
H (-3.6484, -5.4580, 2.5385)
H (-3.5955, -2.8891, 2.7962)
H (-2.0436, -2.3065, 3.4636)
H (-3.0245, -3.4346, 4.3093)
H (-3.6573, -7.6952, 1.8033)
H (-2.6944, -8.1428, 2.9854)
C (-2.3284, 6.7106, 5.0750)
C (-1.9266, 5.6727, 4.0397)
C (-1.4155, 6.3540, 2.7126)
O (-2.4109, 7.2844, 2.2636)
C (-2.1765, 7.8259, 0.9131)
N (-0.9409, 4.6574, 4.5408)
H (-2.6203, 6.3415, 6.0582)
H (-3.2465, 7.2275, 4.7956)
H (-1.4667, 7.3667, 5.1979)
H (-2.8250, 5.1677, 3.6847)
H (-1.2896, 5.5335, 2.0062)
H (-0.4023, 6.7170, 2.8846)
H (-2.9968, 8.4297, 0.5248)
H (-2.0237, 7.0499, 0.1630)
H (-1.2488, 8.3952, 0.9701)
H (-1.0386, 3.8735, 3.9116)
H (-1.2921, 4.3008, 5.4181)
C (-6.7229, 1.0149, -2.1075)
C (-5.7575, -0.0472, -2.7422)
C (-4.5131, -0.1783, -1.8688)
O (-3.8072, 1.0374, -1.6321)
C (-2.5253, 0.8316, -1.0835)
N (-6.4997, -1.2898, -2.7911)
H (-6.9621, 0.8958, -1.0507)
H (-7.6515, 0.9941, -2.6779)
H (-6.2951, 2.0031, -2.2763)
H (-5.5888, 0.3190, -3.7549)
H (-3.8315, -0.8861, -2.3406)
H (-4.6514, -0.6441, -0.8930)
H (-1.9534, 0.0228, -1.5384)
H (-2.5915, 0.5524, -0.0319)
H (-1.9676, 1.7546, -1.2421)
H (-5.9484, -1.9937, -3.2608)
H (-7.3756, -1.2257, -3.2900)
C (1.1873, 11.6504, 0.2356)
C (2.1476, 10.6712, 0.8656)
C (2.5108, 9.4795, -0.0992)
O (1.4121, 8.6122, -0.2299)
C (1.5919, 7.6346, -1.2790)
N (3.2776, 11.5542, 1.2497)
H (0.3302, 11.0203, -0.0021)
H (1.5979, 12.0321, -0.6992)
H (0.9351, 12.4850, 0.8898)
H (1.6776, 10.2808, 1.7682)
H (3.3954, 8.9651, 0.2763)
H (2.8174, 9.9752, -1.0203)
H (0.7414, 6.9674, -1.4192)
H (2.4512, 6.9783, -1.1413)
H (1.8679, 8.1737, -2.1853)
H (2.8707, 12.3235, 1.7624)
H (3.6587, 10.9356, 1.9513)
C (-4.0764, 4.2777, 0.1218)
C (-4.9995, 3.3548, 0.9657)
O (-4.4602, 2.0526, 1.0301)
O (-4.3782, 4.1166, -1.2827)
H (-3.0368, 4.0039, 0.3020)
H (-4.3275, 5.3020, 0.3974)
H (-5.9609, 3.2475, 0.4633)
H (-5.2205, 3.7589, 1.9536)
H (-4.1857, 1.8235, 0.1392)
H (-4.3334, 3.1955, -1.5495)
C (2.0494, -3.5608, 3.6804)
C (2.1610, -5.0150, 3.3629)
O (1.5976, -5.2701, 2.0721)
O (0.7195, -3.2179, 3.8038)
H (2.4632, -2.9662, 2.8659)
H (2.6257, -3.2906, 4.5652)
H (1.6373, -5.5497, 4.1552)
H (3.1821, -5.3937, 3.4077)
H (1.7781, -6.1776, 1.8161)
H (0.2627, -3.6955, 3.1076)
C (0.2641, 3.2416, -4.6060)
C (1.3946, 2.3885, -3.9203)
O (2.1233, 1.6494, -4.9234)
O (0.7842, 4.4907, -4.9804)
H (-0.5991, 3.3202, -3.9451)
H (-0.0430, 2.6768, -5.4862)
H (0.8995, 1.6830, -3.2530)
H (2.0023, 3.0034, -3.2564)
H (2.9452, 1.2978, -4.5733)
H (1.6415, 4.3611, -5.3925)
C (-0.8579, -0.6203, -5.4006)
C (-1.5671, -0.9619, -4.0645)
O (-1.8045, -2.3769, -3.8286)
O (-1.8160, -0.5464, -6.4320)
H (-0.0644, -1.3300, -5.6349)
H (-0.4641, 0.3786, -5.2129)
H (-2.5081, -0.4280, -3.9321)
H (-0.8831, -0.7655, -3.2389)
H (-2.4956, -2.4551, -3.1669)
H (-1.8904, -1.4266, -6.8079)
C (-8.3382, 3.2278, 2.0208)
O (-7.5303, 2.0631, 2.1839)
C (-7.5984, 1.4433, 3.4523)
C (-6.3700, 0.4376, 3.6029)
N (-5.1190, 1.1547, 3.6826)
C (-4.0342, 0.2160, 3.6029)
C (-2.6270, 0.8101, 3.5006)
O (-2.1218, 1.6112, 4.5323)
C (-2.2799, 1.0319, 5.7938)
H (-8.1503, 3.9897, 2.7773)
H (-9.4126, 3.0720, 2.1179)
H (-8.0662, 3.6910, 1.0724)
H (-8.5083, 0.8735, 3.6407)
H (-7.5223, 2.2158, 4.2175)
H (-6.3520, -0.1745, 2.7011)
H (-6.5729, -0.1343, 4.5084)
H (-5.0009, 1.6640, 2.8185)
H (-4.1435, -0.4653, 2.7591)
H (-4.0989, -0.4780, 4.4409)
H (-2.5830, 1.4506, 2.6198)
H (-1.9552, -0.0291, 3.3204)
H (-3.3314, 0.9318, 6.0629)
H (-1.8285, 1.6291, 6.5861)
H (-1.7074, 0.1053, 5.8353)
C (4.6251, 10.6777, 4.0365)
O (4.2097, 9.5332, 3.3143)
C (3.4201, 8.6652, 4.1053)
C (2.7102, 7.5894, 3.2871)
N (3.4909, 6.6341, 2.6150)
C (2.8580, 5.6935, 1.7458)
C (3.8563, 4.8224, 0.8801)
O (4.6493, 5.7694, 0.1661)
C (5.6142, 5.0554, -0.5886)
H (3.8263, 11.3548, 4.3393)
H (5.2880, 11.2457, 3.3837)
H (5.1853, 10.4320, 4.9387)
H (2.7310, 9.2638, 4.7011)
H (4.0013, 8.1802, 4.8895)
H (2.0805, 8.1237, 2.5757)
H (2.1161, 7.0640, 4.0348)
H (4.2719, 7.0652, 2.1413)
H (1.9899, 6.1300, 1.2517)
H (2.4230, 4.9833, 2.4490)
H (3.4214, 4.1562, 0.1351)
H (4.4655, 4.3540, 1.6532)
H (6.2372, 5.7102, -1.1980)
H (5.2756, 4.2270, -1.2108)
H (6.3524, 4.6418, 0.0985)
C (4.2178, -7.2587, -9.3413)
O (2.9244, -7.2958, -8.7902)
C (2.8670, -7.8703, -7.4746)
C (3.2645, -6.8925, -6.3474)
N (2.4325, -5.6697, -6.3374)
C (3.1747, -4.7512, -5.4791)
C (2.2825, -3.5698, -5.1382)
O (2.9558, -2.6075, -4.2631)
C (2.1462, -1.6109, -3.6926)
H (4.7036, -8.2140, -9.1422)
H (4.7330, -6.4304, -8.8549)
H (4.1833, -6.9903, -10.3972)
H (3.2419, -8.8932, -7.4393)
H (1.7914, -7.9575, -7.3210)
H (4.3433, -6.7556, -6.4228)
H (3.0540, -7.4398, -5.4285)
H (2.5035, -5.4140, -7.3119)
H (4.0951, -4.4900, -6.0015)
H (3.4380, -5.2918, -4.5700)
H (1.4006, -3.9458, -4.6197)
H (2.0140, -3.1470, -6.1063)
H (1.2685, -1.9663, -3.1528)
H (1.7548, -1.0521, -4.5427)
H (2.6950, -0.9115, -3.0619)
C (-7.8180, -3.2708, 2.7945)
O (-6.5853, -3.5526, 2.1855)
C (-6.5119, -3.2105, 0.8007)
C (-5.3135, -3.8268, 0.1944)
N (-5.3266, -3.6574, -1.2879)
C (-4.2817, -4.3398, -2.0286)
C (-4.5477, -4.2883, -3.5514)
O (-4.3895, -2.9193, -3.9572)
C (-4.6516, -2.7149, -5.3403)
H (-8.0193, -2.2004, 2.7510)
H (-7.7380, -3.6172, 3.8249)
H (-8.6655, -3.7436, 2.2983)
H (-6.3823, -2.1372, 0.6618)
H (-7.4032, -3.5373, 0.2651)
H (-5.3479, -4.8573, 0.5480)
H (-4.5361, -3.2218, 0.6612)
H (-5.6205, -2.7675, -1.6645)
H (-4.3726, -5.4003, -1.7940)
H (-3.3045, -3.9155, -1.7978)
H (-5.5624, -4.6166, -3.7762)
H (-3.8016, -4.9509, -3.9900)
H (-3.7993, -2.9510, -5.9776)
H (-4.9449, -1.6669, -5.4003)
H (-5.4306, -3.3891, -5.6965)
C (2.2984, 2.5596, 5.1556)
O (2.4652, 1.2022, 5.5546)
C (1.3462, 0.4355, 5.8322)
C (1.8064, -0.9181, 6.4025)
N (0.6348, -1.7994, 6.4790)
C (0.8871, -3.0568, 7.1725)
C (-0.4004, -3.8854, 7.5136)
O (-0.9444, -3.5706, 8.8057)
C (-2.1507, -4.3141, 9.0414)
H (3.1601, 3.1250, 4.8006)
H (2.0124, 3.0849, 6.0668)
H (1.5329, 2.6883, 4.3903)
H (0.9286, 0.2298, 4.8466)
H (0.6616, 0.8679, 6.5619)
H (2.3879, -0.7352, 7.3061)
H (2.5341, -1.3655, 5.7254)
H (0.4972, -2.0552, 5.5116)
H (1.3942, -2.8840, 8.1218)
H (1.6019, -3.6650, 6.6181)
H (-0.1393, -4.9416, 7.4479)
H (-1.2372, -3.7118, 6.8370)
H (-2.9777, -3.8325, 8.5194)
H (-2.4217, -4.1040, 10.0760)
H (-1.9968, -5.3826, 8.8910)
C (-1.3541, -2.5510, -9.2506)
O (-1.2438, -2.8286, -7.8982)
C (-0.9192, -4.1874, -7.6363)
C (-1.1042, -4.5516, -6.1138)
N (-0.4487, -5.7969, -5.7768)
C (-0.7503, -6.0348, -4.3397)
C (0.0168, -7.2395, -3.8666)
O (-0.6879, -8.0764, -2.9496)
C (-0.0206, -9.2408, -2.6029)
H (-0.3441, -2.7441, -9.6123)
H (-1.6266, -1.5199, -9.4759)
H (-2.1141, -3.1881, -9.7027)
H (0.1184, -4.4675, -7.8173)
H (-1.5833, -4.8625, -8.1760)
H (-2.1614, -4.5969, -5.8520)
H (-0.5883, -3.7873, -5.5325)
H (0.5302, -5.6314, -5.9621)
H (-1.8221, -6.2240, -4.2801)
H (-0.5477, -5.2046, -3.6631)
H (0.9606, -6.8492, -3.4858)
H (0.3132, -7.9441, -4.6436)
H (0.2396, -9.8713, -3.4531)
H (-0.5347, -9.8033, -1.8236)
H (0.9323, -9.0417, -2.1125)
C (0.2216, 4.3106, -0.8834)
O (0.6475, 3.1025, -0.3070)
C (0.1112, 2.9280, 0.9896)
C (0.5537, 1.6234, 1.7456)
N (0.0723, 0.4943, 0.9658)
C (0.3184, -0.8262, 1.6107)
C (-0.4127, -1.9075, 0.7142)
O (0.0804, -2.0547, -0.6130)
C (-0.2653, -3.3201, -1.1726)
H (-0.8510, 4.2838, -1.0756)
H (0.7984, 4.4579, -1.7965)
H (0.5653, 5.1801, -0.3230)
H (-0.9728, 2.9607, 0.8806)
H (0.4354, 3.8103, 1.5415)
H (0.1610, 1.5472, 2.7595)
H (1.6406, 1.5440, 1.7664)
H (0.2150, 0.4196, -0.0312)
H (-0.1381, -0.8928, 2.5982)
H (1.3811, -1.0582, 1.6814)
H (-1.4828, -1.7047, 0.7584)
H (-0.2127, -2.8509, 1.2221)
H (0.3826, -4.1812, -1.0085)
H (-0.1398, -3.2124, -2.2500)
H (-1.3219, -3.5362, -1.0143)
C (9.4677, 1.1495, 1.7746)
O (8.7099, 0.6997, 0.6424)
C (9.0303, -0.6433, 0.2923)
C (8.3430, -1.1603, -0.9903)
N (6.9191, -1.5010, -0.8905)
C (6.5526, -2.3222, -2.0736)
C (5.0802, -2.7417, -1.9877)
O (4.7484, -3.3823, -0.7487)
C (3.4497, -3.8843, -0.7083)
H (9.3841, 0.6232, 2.7254)
H (9.2233, 2.1954, 1.9603)
H (10.5397, 1.1644, 1.5780)
H (8.8580, -1.3746, 1.0820)
H (10.0949, -0.6566, 0.0588)
H (9.0229, -1.8960, -1.4199)
H (8.5328, -0.4965, -1.8337)
H (6.6716, -1.7896, 0.0452)
H (7.2071, -3.1903, -2.1509)
H (6.6690, -1.6842, -2.9497)
H (4.8235, -3.3674, -2.8425)
H (4.4719, -1.8537, -2.1597)
H (3.1568, -4.4332, -1.6033)
H (2.7769, -3.0798, -0.4113)
H (3.2754, -4.6069, 0.0888)

The charge is 0. As for the multiplicity: 1. Its gap between HOMO and LUMO is 8.45 eV.



Record 2
ORCA calculation (ωB97M-V/def2-TZVPD) on C19AuF24GeSSb as an isolated structure.

CARTESIAN COORDINATES (ANGSTROEM)
Au (-2.1571, -1.6374, -1.7060)
F (-4.1847, -3.0166, -0.4836)
Sb (-5.3068, -1.5307, -0.1578)
F (-4.6053, -1.4001, 1.5730)
F (-3.8141, -0.3758, -0.7067)
F (-6.3288, 0.0215, 0.0739)
F (-5.7938, -1.6159, -1.9695)
F (-6.7077, -2.6413, 0.3931)
F (2.4482, 1.6886, 1.2582)
C (2.5724, 0.5734, 1.9962)
C (1.7049, -0.4895, 1.8122)
C (1.8824, -1.5797, 2.6464)
F (1.0980, -2.6587, 2.5612)
C (2.8740, -1.6157, 3.6068)
F (3.0231, -2.6789, 4.4000)
C (3.7199, -0.5412, 3.7490)
F (4.6793, -0.5677, 4.6693)
C (3.5718, 0.5658, 2.9409)
F (4.3889, 1.6110, 3.0908)
Ge (0.3471, -0.3794, 0.3834)
S (-0.7899, -2.2002, 0.2246)
C (1.5176, 0.0089, -1.1757)
C (1.6652, 1.1961, -1.8693)
F (0.9793, 2.2996, -1.5373)
C (2.5372, 1.3271, -2.9306)
F (2.6466, 2.4874, -3.5845)
C (3.3133, 0.2571, -3.3153)
F (4.1584, 0.3797, -4.3353)
C (3.2267, -0.9351, -2.6338)
F (4.0074, -1.9573, -2.9885)
C (2.3382, -1.0397, -1.5851)
F (2.3229, -2.2095, -0.9389)
C (-0.7653, 1.2142, 0.7443)
C (-0.8431, 1.8507, 1.9742)
F (-0.2259, 1.3630, 3.0594)
C (-1.5645, 3.0107, 2.1585)
F (-1.6174, 3.6038, 3.3534)
C (-2.2377, 3.5645, 1.0932)
F (-2.9187, 4.6934, 1.2555)
C (-2.2038, 2.9558, -0.1411)
F (-2.8502, 3.5062, -1.1681)
C (-1.4791, 1.7971, -0.2909)
F (-1.4326, 1.2764, -1.5245)
F (-0.6052, -1.4387, -4.0631)
C (-1.0035, -2.4097, -3.2098)
F (0.1060, -3.0182, -2.7697)
F (-1.6938, -3.3150, -3.9327)

The charge is -1. As for the energy relative to the best compared isomer or geometry (same formula, charge and spin): 24.89 kJ/mol. As for the multiplicity: 2. Its gap between HOMO and LUMO (alpha / beta) is 8.11 / 7.12 eV.



Question: Which of these has the highest multiplicity?
Answer: C19AuF24GeSSb